ORCA calculation (ωB97M-V/def2-TZVPD) on 2 unconnected molecules or ions with the total composition C4H10O3.

Results
- LUMO (eV) = 0.8
- gap between HOMO and LUMO (eV) = 10.5
- relative energy (zero: lowest compared OMol25 entry of this formula, charge and spin) (kcal/mol) = 81.6
- SMILES string = COCC(=O)CO.[H][H]
- DFT total energy (eV) = -10449.7047

CARTESIAN COORDINATES (ANGSTROEM)
C  -1.45  -1.70  1.49
O  -0.25  -1.32  0.85
C  0.05  0.03  0.77
C  0.78  0.42  -0.47
O  1.28  -0.40  -1.21
C  1.03  1.90  -0.72
O  0.89  2.07  -2.10
H  -1.45  -2.79  1.47
H  -2.35  -1.35  0.96
H  -1.49  -1.36  2.53
H  -0.75  0.71  1.11
H  1.04  0.27  1.27
H  2.04  2.19  -0.37
H  0.31  2.54  -0.20
H  1.16  1.20  -2.47
H  -1.33  -0.43  -1.19
H  -0.72  -0.82  -1.38


ORCA calculation (ωB97M-V/def2-TZVPD) on 3 unconnected molecules or ions with the total composition C4H10O3.

Results
- LUMO (eV) = -4.8
- gap between HOMO and LUMO (eV) = 4.7
- relative energy (zero: lowest compared OMol25 entry of this formula, charge and spin) (kcal/mol) = 225.4
- DFT total energy (eV) = -10443.4699

CARTESIAN COORDINATES (ANGSTROEM)
O  -0.98  0.72  1.34
C  -0.96  0.97  0.01
C  -0.58  -0.23  -0.80
C  0.86  -0.50  -0.72
C  1.55  -0.80  0.45
O  1.06  1.56  -2.00
H  -1.87  1.42  -0.28
H  -0.73  0.00  -1.83
H  -1.11  -1.14  -0.51
H  1.39  -0.27  -1.62
H  1.15  2.50  -1.96
H  2.64  -0.83  0.44
H  1.04  -0.90  1.38
H  -0.95  -0.30  1.44
H  -1.42  -2.52  1.78
H  -0.20  1.74  -0.32
O  -0.81  -1.80  1.56


ORCA calculation (ωB97M-V/def2-TZVPD) on 3 unconnected molecules or ions with the total composition C4H10O3.

Results
- LUMO (alpha / beta) (eV) = -4.3 / -7.6
- gap between HOMO and LUMO (alpha / beta) (eV) = 10.4 / 7.4
- <S²> = 0.766
- relative energy (zero: lowest compared OMol25 entry of this formula, charge and spin) (kcal/mol) = 8.1
- charge = +1
- DFT total energy (eV) = -10443.0225
- 2S+1 = 2

CARTESIAN COORDINATES (ANGSTROEM)
C  1.52  -2.33  1.69
C  2.23  -1.30  1.19
C  1.91  -0.65  -0.06
C  0.62  -0.16  -0.25
O  0.39  0.68  -1.21
H  1.87  -2.88  2.55
H  0.60  -2.61  1.18
H  3.07  -0.86  1.72
H  2.66  -0.58  -0.84
H  -0.17  -0.41  0.45
H  -0.54  1.01  -1.19
H  -2.76  2.31  -1.58
H  -1.62  1.88  -2.58
O  -2.20  1.57  -1.87
H  -1.85  1.17  0.77
H  -3.30  0.62  0.65
O  -2.72  1.19  1.16


ORCA calculation (ωB97M-V/def2-TZVPD) on 2 unconnected molecules or ions with the total composition C4H10O4.

Results
- LUMO (eV) = 0.6
- gap between HOMO and LUMO (eV) = 11.3
- relative energy (zero: lowest compared OMol25 entry of this formula, charge and spin) (kcal/mol) = 14.4
- SMILES string = C[C@@H](O)CC(=O)O.O
- DFT total energy (eV) = -12499.9828

CARTESIAN COORDINATES (ANGSTROEM)
C  -0.69  -1.95  1.10
C  -0.30  -0.79  0.16
O  -1.08  0.37  0.55
C  1.16  -0.44  0.26
C  1.75  0.76  -0.49
O  2.70  1.38  -0.09
O  1.11  1.08  -1.63
H  -1.72  -2.20  0.88
H  -0.76  -1.38  2.05
H  -0.03  -2.79  1.34
H  -0.66  -0.86  -0.88
H  -1.08  0.52  1.49
H  1.44  -0.25  1.29
H  1.64  -1.31  -0.22
H  1.29  1.93  -2.01
O  -1.92  2.14  -1.47
H  -1.07  2.53  -1.29
H  -1.79  1.27  -1.04


ORCA calculation (ωB97M-V/def2-TZVPD) on 2 unconnected molecules or ions with the total composition C4H10O4.

Results
- LUMO (eV) = 0.6
- gap between HOMO and LUMO (eV) = 11.1
- relative energy (zero: lowest compared OMol25 entry of this formula, charge and spin) (kcal/mol) = 14.9
- SMILES string = C[C@@H](O)CC(=O)O.O
- DFT total energy (eV) = -12499.9605

CARTESIAN COORDINATES (ANGSTROEM)
C  1.53  0.07  -1.46
C  0.40  -0.41  -0.49
O  0.78  -0.30  0.87
C  -0.90  0.34  -0.88
C  -1.92  0.54  0.20
O  -1.81  0.48  1.38
O  -3.12  0.81  -0.45
H  1.34  -0.39  -2.44
H  2.52  -0.25  -1.16
H  1.34  1.13  -1.65
H  0.23  -1.46  -0.69
H  1.34  0.46  1.01
H  -0.71  1.29  -1.40
H  -1.35  -0.17  -1.74
H  -3.87  0.69  0.15
O  1.65  -1.08  3.20
H  1.64  -1.24  2.24
H  0.90  -0.50  3.29


ORCA calculation (ωB97M-V/def2-TZVPD) on 3 unconnected molecules or ions with the total composition C4H10O4.

Results
- LUMO (eV) = 0.5
- gap between HOMO and LUMO (eV) = 10.4
- relative energy (zero: lowest compared OMol25 entry of this formula, charge and spin) (kcal/mol) = 38.9
- SMILES string = O=CCCC=O.O.O
- DFT total energy (eV) = -12498.9209

CARTESIAN COORDINATES (ANGSTROEM)
O  -1.05  1.66  0.54
C  -1.39  0.60  0.09
C  -0.73  -0.72  0.41
C  0.76  -0.77  -0.05
C  1.71  -1.16  1.05
O  1.47  -2.03  1.85
H  -2.21  0.49  -0.63
H  -0.81  -1.00  1.46
H  -1.30  -1.53  -0.06
H  1.04  0.17  -0.48
H  0.81  -1.48  -0.86
H  2.63  -0.56  1.14
O  2.75  0.88  3.21
H  2.76  0.70  4.15
H  2.04  1.47  2.95
O  -2.47  0.96  -5.04
H  -3.18  1.30  -5.59
H  -2.82  1.03  -4.14


ORCA calculation (ωB97M-V/def2-TZVPD) on 2 unconnected molecules or ions with the total composition C4H10O4.

Results
- LUMO (eV) = -4.8
- gap between HOMO and LUMO (eV) = 5.1
- relative energy (zero: lowest compared OMol25 entry of this formula, charge and spin) (kcal/mol) = 184.8
- DFT total energy (eV) = -12492.5902

CARTESIAN COORDINATES (ANGSTROEM)
O  -1.97  0.12  -0.46
C  -0.76  0.75  -0.03
O  -0.99  1.88  0.69
C  -0.04  -0.34  0.83
C  0.65  -1.47  -0.02
C  2.02  -1.79  0.60
O  0.70  -1.12  -1.42
H  -0.18  1.03  -0.95
H  0.61  0.19  1.54
H  -0.93  -0.82  1.41
H  -0.06  -2.36  0.08
H  1.85  -2.13  1.59
H  2.42  -2.73  0.12
H  2.80  -0.91  0.40
H  -2.14  -0.11  -1.37
H  -1.10  3.25  -1.78
H  -1.37  3.01  -0.21
O  -1.52  3.54  -1.01


ORCA calculation (ωB97M-V/def2-TZVPD) on a single C4H10O4S molecule.

Results
- LUMO (eV) = 0.7
- gap between HOMO and LUMO (eV) = 10.8
- relative energy (zero: lowest compared OMol25 entry of this formula, charge and spin) (kcal/mol) = 42.3
- SMILES string = CCS(=O)(=O)C(C)(O)O
- DFT total energy (eV) = -23333.1201

CARTESIAN COORDINATES (ANGSTROEM)
C  1.85  -2.02  0.45
C  1.38  -0.60  0.04
S  -0.45  -0.61  -0.40
O  -1.03  -1.55  0.53
O  -0.61  -0.88  -1.83
C  -0.81  1.24  -0.25
C  -2.04  1.45  0.57
O  -0.66  1.59  -1.54
O  0.35  1.76  0.55
H  1.67  -2.11  1.59
H  1.17  -2.76  0.03
H  2.85  -2.14  0.21
H  2.00  -0.47  -0.87
H  1.17  0.10  0.84
H  -2.10  0.63  1.24
H  -2.91  1.40  -0.04
H  -1.99  2.28  1.16
H  -0.68  0.75  -2.07
H  0.85  1.95  -0.21